Record 1
43
Properties=species:S:1:pos:R:3:nbo_charge:R:1 method="wB97M-V/def2-TZVPD" lumo_energy_ev=0.470 e_homo_ev=-8.85 multiplicity=1 relative_energy_kj_mol=0.0 gap_ev=9.3237 smiles="CCc1cccc(C)c1NC(=O)CC(C)(C)CC(=O)O" e_tot_ev=-24599.6721
C -3.33 0.20 -2.34 -0.59
C -2.24 1.24 -2.07 -0.43
C -2.35 1.79 -0.67 -0.03
C -3.12 2.91 -0.43 -0.21
C -3.24 3.42 0.85 -0.20
C -2.59 2.79 1.90 -0.20
C -1.82 1.66 1.70 -0.02
C -1.15 0.98 2.85 -0.64
C -1.69 1.17 0.40 0.19
N -0.92 0.01 0.15 -0.65
C 0.41 -0.12 0.40 0.71
O 1.07 0.75 0.93 -0.63
C 0.94 -1.47 -0.06 -0.52
C 2.39 -1.79 0.33 -0.01
C 2.53 -1.77 1.85 -0.61
C 2.76 -3.18 -0.19 -0.61
C 3.37 -0.74 -0.26 -0.54
C 3.53 -0.81 -1.75 0.80
O 4.53 -1.17 -2.32 -0.59
O 2.44 -0.42 -2.43 -0.71
H -3.27 -0.63 -1.65 0.19
H -4.31 0.65 -2.24 0.21
H -3.24 -0.19 -3.36 0.21
H -1.25 0.80 -2.23 0.21
H -2.36 2.06 -2.78 0.22
H -3.63 3.39 -1.25 0.21
H -3.84 4.30 1.03 0.21
H -2.69 3.19 2.91 0.21
H -1.27 -0.10 2.79 0.21
H -0.09 1.20 2.84 0.25
H -1.57 1.33 3.79 0.21
H -1.35 -0.69 -0.45 0.40
H 0.85 -1.50 -1.15 0.24
H 0.29 -2.25 0.35 0.22
H 2.32 -0.78 2.24 0.24
H 1.83 -2.47 2.31 0.20
H 3.54 -2.06 2.15 0.21
H 2.14 -3.94 0.28 0.21
H 3.80 -3.40 0.02 0.22
H 2.61 -3.24 -1.27 0.21
H 4.35 -0.89 0.18 0.23
H 3.00 0.25 0.01 0.27
H 2.62 -0.44 -3.38 0.50


Record 2
15
Properties=species:S:1:pos:R:3:nbo_charge:R:1 method="wB97M-V/def2-TZVPD" lumo_energy_ev=0.896 e_homo_ev=-9.56 multiplicity=1 relative_energy_kj_mol=149.1 gap_ev=10.4538 e_tot_ev=-9408.2865
C -1.43 -0.65 0.02 -0.64
C -0.62 0.52 0.57 0.05
O -1.01 1.74 -0.02 -0.71
C 0.88 0.45 0.58 -0.18
C 1.62 -0.65 0.56 -0.41
C 1.00 -0.08 -2.31 0.51
O 2.08 0.02 -2.67 -0.51
H -2.49 -0.51 0.30 0.20
H -1.38 -0.74 -1.07 0.23
H -1.11 -1.60 0.46 0.22
H -1.98 1.79 0.03 0.47
H 1.32 1.42 0.79 0.21
H -0.80 0.55 1.66 0.17
H 2.69 -0.61 0.76 0.21
H 1.20 -1.63 0.35 0.19


Record 3
99
Properties=species:S:1:pos:R:3:mulliken_charge:R:1 method="wB97M-V/def2-TZVPD" lumo_energy_ev=-1.403 e_homo_ev=-9.44 multiplicity=1 gap_ev=8.0332 e_tot_ev=-79321.0013
C -1.35 -3.11 2.84 -0.90
C -1.49 -3.66 1.65 -0.17
C -0.26 -3.99 0.81 -1.49
C 0.21 -2.77 0.09 0.83
C -0.21 -2.36 -1.10 -0.55
C 0.33 -1.10 -1.68 0.02
O 0.54 -0.98 -2.87 -0.82
C 0.62 -0.03 -0.67 0.48
C 0.39 1.29 -0.93 1.01
C -0.12 1.83 -2.24 -0.95
C -1.56 2.43 -2.19 -1.55
C -2.33 2.13 -0.91 0.31
Cl -4.05 2.68 -1.17 -0.40
C 0.64 2.20 0.09 -0.21
N 0.40 3.59 -0.06 -0.02
C 1.59 4.44 -0.42 -1.15
C 2.88 3.68 -0.70 -0.47
C 1.11 1.77 1.31 -0.15
C 1.34 2.76 2.41 -1.45
C 0.21 2.74 3.43 -0.03
O -0.83 2.18 3.16 -0.50
C 1.34 0.43 1.55 0.06
B 1.86 -0.02 2.98 1.33
O 1.05 -0.11 4.07 -0.67
O 3.20 -0.32 3.15 -0.66
C 1.08 -0.46 0.55 0.84
C 1.25 -1.93 0.76 -0.33
O 2.16 -2.43 1.38 -0.93
H -2.16 -3.06 3.55 0.26
H -0.40 -2.67 3.16 0.17
H -2.49 -3.90 1.32 0.39
H -0.41 -4.84 0.16 0.67
H 0.51 -4.23 1.55 0.42
H -0.94 -2.96 -1.64 0.57
H 0.55 2.64 -2.51 -0.09
H -0.09 1.13 -3.06 0.86
H -2.18 2.08 -3.02 0.56
H -1.50 3.51 -2.33 0.46
H -2.00 2.68 -0.04 0.17
H -2.40 1.06 -0.69 0.20
H -0.34 3.77 -0.72 0.47
H 1.30 5.02 -1.30 0.41
H 1.77 5.12 0.42 0.46
H 3.62 4.42 -0.99 0.41
H 2.78 2.95 -1.50 0.11
H 3.24 3.24 0.23 0.21
H 1.36 3.79 2.04 0.20
H 2.31 2.61 2.90 0.59
H 0.39 3.21 4.41 0.43
H 0.15 0.14 3.82 0.30
H 3.29 -1.28 3.12 0.29
O -4.06 -2.00 2.36 -0.37
H -4.87 -1.56 2.68 0.34
H -3.51 -1.28 2.05 0.12
O 4.96 -3.11 -0.12 -0.69
H 4.15 -2.65 0.14 0.37
H 5.52 -2.41 -0.46 0.28
O 4.66 4.55 -3.03 -0.64
H 4.47 3.80 -3.61 0.30
H 5.42 4.25 -2.52 0.32
O 4.71 -0.79 -1.58 -0.60
H 4.56 -1.15 -2.46 0.32
H 3.94 -0.23 -1.42 0.28
O 6.33 2.37 -1.67 -0.58
H 6.61 2.43 -0.75 0.31
H 6.92 1.72 -2.06 0.28
O 2.59 -5.01 -0.20 -0.55
H 3.33 -4.81 -0.78 0.29
H 2.86 -4.63 0.65 0.30
O -6.62 0.04 -1.51 -0.64
H -5.83 0.59 -1.44 0.31
H -7.06 0.36 -2.30 0.30
O -6.54 -1.63 0.95 -0.61
H -6.72 -1.07 0.18 0.36
H -5.62 -1.89 0.84 0.30
O 1.55 -3.78 -3.87 -0.69
H 1.09 -2.97 -3.63 0.39
H 2.24 -3.86 -3.21 0.28
O -4.69 0.01 4.46 -0.54
H -5.17 0.80 4.73 0.24
H -3.95 -0.04 5.08 0.31
O -0.31 -7.17 1.33 -0.61
H -0.58 -8.01 0.93 0.30
H 0.45 -6.89 0.80 0.31
O 1.72 -3.79 -6.89 -0.63
H 1.67 -3.63 -5.94 0.34
H 2.01 -2.96 -7.26 0.30
O -4.53 5.93 -1.76 -0.61
H -4.50 4.97 -1.66 0.31
H -3.87 6.12 -2.44 0.30
O 1.07 3.32 -4.56 -0.56
H 1.24 4.05 -5.16 0.26
H 0.84 2.59 -5.15 0.29
O -2.98 2.67 5.22 -0.66
H -2.28 2.70 4.56 0.38
H -3.79 2.63 4.70 0.28
O -4.54 -4.64 4.27 -0.66
H -4.42 -3.90 3.66 0.29
H -4.83 -5.36 3.70 0.31


Record 4
112
Properties=species:S:1:pos:R:3:mulliken_charge:R:1 method="wB97M-V/def2-TZVPD" lumo_energy_ev=-0.761 e_homo_ev=-10.50 multiplicity=1 relative_energy_kj_mol=723.8 gap_ev=9.7363 smiles="C[C@H]1COC(=O)O1.C[C@H]1COC(=O)O1.C[C@H]1COC(=O)O1.C[C@H]1COC(=O)O1.O=C1OCCO1.O=C1OCCO1.O=C1OCCO1.O=C1OCCO1.O=C1OCCO1.O=C1OCCO1" e_tot_ev=-97454.7067
C 0.21 6.21 4.06 -1.83
C 0.62 5.19 3.02 1.32
C 2.08 5.26 2.67 -0.47
O 2.48 3.92 2.48 -0.27
C 1.58 3.06 2.85 0.63
O 1.80 1.85 2.75 -0.55
O 0.53 3.80 3.32 -0.42
H 0.52 7.22 3.78 0.40
H 0.69 6.02 5.02 0.44
H -0.87 6.28 4.21 0.35
H 0.07 5.64 2.20 -0.10
H 2.70 5.87 3.33 0.35
H 2.08 5.80 1.73 0.15
C 2.49 -1.24 -5.96 -1.04
C 3.78 -0.72 -5.25 0.55
C 3.80 -1.00 -3.73 -0.09
O 4.33 -2.31 -3.69 -0.29
C 5.24 -2.47 -4.74 0.66
O 6.13 -3.31 -4.86 -0.56
O 4.91 -1.51 -5.66 -0.41
H 1.58 -0.65 -5.93 0.42
H 2.12 -2.15 -5.49 -0.10
H 2.65 -1.63 -6.97 0.38
H 3.95 0.28 -5.65 0.35
H 2.82 -1.21 -3.31 -0.06
H 4.40 -0.32 -3.12 0.18
C -3.42 3.49 2.28 -1.60
C -2.57 3.67 1.04 1.27
C -3.04 3.12 -0.29 0.05
O -3.00 4.23 -1.25 -0.37
C -2.67 5.38 -0.55 0.60
O -2.64 6.53 -0.80 -0.53
O -2.52 5.08 0.79 -0.45
H -4.48 3.64 2.06 0.40
H -3.04 4.01 3.16 0.32
H -3.39 2.40 2.40 0.41
H -1.54 3.33 1.13 -0.31
H -4.00 2.65 -0.11 0.29
H -2.51 2.22 -0.60 -0.04
C -0.37 -1.35 1.37 -1.37
C -0.84 -0.67 0.04 0.89
C 0.22 0.44 -0.42 0.58
O 0.42 0.08 -1.71 -0.36
C -0.05 -1.30 -1.84 0.42
O 0.31 -1.92 -2.80 -0.56
O -0.78 -1.67 -0.96 -0.03
H -0.10 -0.61 2.13 0.44
H 0.33 -2.14 1.12 0.10
H -1.30 -1.71 1.81 0.27
H -1.76 -0.11 0.20 0.15
H 1.16 0.76 0.04 -0.69
H -0.41 1.29 -0.70 -0.06
O 1.10 3.55 -0.54 -0.33
C 0.79 4.61 -1.09 0.36
O 0.88 5.84 -0.51 -0.25
C 0.85 6.89 -1.41 -0.38
C 0.80 6.14 -2.71 -0.37
O 0.69 4.83 -2.41 -0.35
H 0.09 7.67 -1.32 0.30
H 1.75 7.50 -1.31 0.33
H 1.71 6.26 -3.30 0.27
H -0.06 6.52 -3.26 0.29
O -4.28 -5.94 0.00 -0.51
C -4.57 -4.75 -0.04 0.61
O -3.77 -3.63 -0.44 -0.21
C -4.29 -2.36 -0.32 0.28
C -5.58 -2.83 0.43 -0.54
O -5.73 -4.29 0.44 -0.34
H -3.74 -1.67 0.31 -0.10
H -4.66 -1.95 -1.26 0.25
H -6.52 -2.49 -0.01 0.34
H -5.50 -2.38 1.42 0.24
O 4.87 -1.59 3.58 -0.65
C 4.66 -0.76 2.69 0.71
O 4.42 -1.08 1.49 -0.37
C 4.03 0.00 0.67 0.69
C 4.69 1.10 1.42 -0.22
O 4.75 0.56 2.74 -0.36
H 4.37 -0.12 -0.36 0.13
H 2.95 -0.03 0.73 -0.28
H 4.21 2.08 1.49 0.07
H 5.71 1.20 1.04 0.37
O 3.02 -5.14 -6.68 -0.52
C 2.08 -5.02 -6.01 0.66
O 0.92 -4.80 -6.54 -0.38
C -0.11 -4.70 -5.51 -0.37
C 0.62 -5.22 -4.30 0.14
O 1.98 -5.17 -4.64 -0.31
H -0.29 -3.63 -5.50 0.20
H -0.97 -5.32 -5.77 0.34
H 0.14 -6.16 -4.04 0.33
H 0.42 -4.44 -3.56 -0.06
O -3.84 0.86 6.61 -0.56
C -3.54 -0.24 6.16 0.70
O -4.16 -1.33 6.50 -0.34
C -3.68 -2.42 5.75 -0.39
C -2.33 -1.98 5.25 0.37
O -2.47 -0.64 5.35 -0.30
H -3.74 -3.33 6.36 0.29
H -4.37 -2.73 4.97 0.21
H -1.90 -2.24 4.28 -0.24
H -1.62 -2.30 6.01 0.24
O -0.18 -7.85 1.19 -0.56
C -0.15 -6.65 1.30 0.50
O 0.87 -5.95 1.02 -0.32
C 0.62 -4.60 1.26 -0.27
C -0.89 -4.57 1.29 0.89
O -1.19 -5.80 1.65 -0.36
H 1.00 -4.13 2.17 0.33
H 0.90 -3.97 0.41 0.31
H -1.35 -4.39 0.32 0.05
H -1.13 -3.75 1.97 -0.43


Record 5
34
Properties=species:S:1:pos:R:3:nbo_charge:R:1 method="wB97M-V/def2-TZVPD" lumo_energy_ev=3.216 e_homo_ev=-5.47 multiplicity=1 total_charge=-1 relative_energy_kj_mol=0.0 gap_ev=8.6854 smiles="CNC(=O)[C@@H](C)NC(=O)[C@@H](CC(=O)[O-])NC(C)=O" e_tot_ev=-25340.3254
C 1.79 -1.09 -3.04 -0.43
N 1.51 -0.64 -1.66 -0.60
C 2.04 0.48 -1.14 0.66
O 2.78 1.17 -1.90 -0.70
C 1.87 0.91 0.38 -0.10
C 1.86 2.40 0.51 -0.60
N 0.68 0.33 1.02 -0.65
C 0.44 -0.97 1.04 0.67
O 1.34 -1.77 1.01 -0.66
C -1.08 -1.36 1.11 -0.15
C -1.49 -1.22 2.61 -0.53
C -1.86 0.26 3.10 0.77
O -2.30 0.31 4.22 -0.71
O -1.51 1.27 2.40 -0.82
N -1.86 -0.49 0.26 -0.64
C -1.91 -0.60 -1.03 0.68
C -2.37 0.64 -1.69 -0.71
O -1.52 -1.57 -1.62 -0.66
H 2.25 -0.23 -3.60 0.23
H 0.95 -1.42 -3.64 0.21
H 2.58 -1.79 -3.19 0.19
H 0.94 -1.24 -1.07 0.43
H 2.76 0.47 0.83 0.22
H 2.78 2.84 0.31 0.23
H 0.98 2.78 -0.01 0.21
H 1.67 2.64 1.54 0.22
H -0.13 0.83 1.28 0.44
H -1.07 -2.43 0.85 0.24
H -0.56 -1.67 3.03 0.22
H -2.28 -1.87 2.93 0.22
H -1.88 0.40 0.76 0.44
H -2.37 0.34 -2.79 0.23
H -1.63 1.42 -1.43 0.23
H -3.40 0.87 -1.41 0.23